{
  "formula": "H20O20SV3",
  "method": "ωB97M-V with the def2-TZVPD basis set",
  "elements": ["O", "V", "O", "O", "V", "O", "O", "V", "O", "S", "O", "O", "O", "O", "O", "H", "H", "O", "H", "H", "O", "H", "H", "O", "H", "H", "O", "H", "H", "O", "H", "H", "O", "H", "H", "O", "H", "H", "O", "H", "H", "O", "H", "H"],
  "xyz": [[-7.083004, 7.375278, 10.482397], [-5.918451, 8.447305, 10.668538], [-5.002551, 8.394777, 9.345686], [-0.285147, 7.328858, 11.680348], [-0.860122, 8.809826, 11.476867], [0.188899, 9.686082, 10.614147], [-5.504973, 12.519154, 14.731788], [-4.255114, 12.885150, 13.716171], [-3.039327, 13.291872, 14.645133], [-3.272721, 10.132009, 12.151052], [-3.489555, 11.043035, 13.285802], [-2.215649, 10.634615, 11.260861], [-2.733452, 8.801550, 12.529712], [-4.455095, 9.972776, 11.293104], [-2.428866, 12.233546, 9.045474], [-2.484049, 11.506458, 9.693106], [-3.239104, 12.178166, 8.523330], [-2.176491, 7.226351, 15.042741], [-2.502183, 7.702554, 14.272606], [-2.968069, 6.934811, 15.509167], [-3.003231, 13.797356, 11.894078], [-2.891350, 13.392844, 11.002589], [-2.385628, 14.539591, 11.908246], [-4.564467, 7.083702, 11.716765], [-3.665348, 7.301571, 12.018480], [-4.687128, 6.140920, 11.898754], [-7.139906, 10.201516, 9.962896], [-7.470050, 10.227813, 9.050644], [-7.740591, 10.760822, 10.477059], [-6.783293, 8.917364, 12.738423], [-6.685664, 9.148691, 13.672379], [-7.698373, 8.603273, 12.650007], [-0.306006, 12.601242, 12.487581], [-1.084287, 12.096509, 12.220518], [-0.510644, 13.509153, 12.256658], [-2.070861, 8.262081, 9.523327], [-1.916770, 7.759658, 8.713838], [-3.032391, 8.430396, 9.541216], [-4.228185, 10.037465, 15.816449], [-3.745098, 10.363071, 15.048888], [-4.951610, 9.519782, 15.452513], [-5.664040, 12.542335, 12.033741], [-6.031559, 13.180851, 11.410008], [-5.442296, 11.753907, 11.500352]],
  "forces_ev_per_angstrom": [[1.2, 1.2, 0.2], [0.7, -1.5, -1.6], [-1.4, -0.1, 1.1], [-0.8, 2.2, -0.1], [2.4, -0.6, -3.5], [-1.5, -2.0, 2.1], [3.0, 1.2, -2.6], [-0.8, -1.1, 3.8], [-1.6, 0.0, -1.1], [0.7, 0.6, -2.1], [-0.3, -0.5, -0.3], [0.4, 0.6, 0.6], [0.0, -0.3, 1.3], [-1.2, 0.2, 1.2], [-0.6, 0.1, 0.5], [0.3, 0.1, -0.4], [0.2, 0.0, -0.1], [-0.1, -0.2, -0.2], [0.0, 0.1, 0.2], [0.1, 0.1, 0.1], [-0.5, -0.3, -0.6], [-0.1, 0.2, 0.3], [-0.1, 0.0, 0.3], [-0.3, -0.1, 0.1], [-0.2, 0.3, -0.1], [-0.3, 0.2, -0.2], [0.2, 0.1, 0.2], [0.2, -0.2, 0.1], [0.1, -0.3, 0.1], [-0.6, 0.0, -0.2], [0.2, 0.1, -0.2], [0.2, -0.1, 0.1], [-0.1, -0.2, 0.1], [0.2, 0.2, -0.1], [0.2, 0.0, 0.1], [-0.4, 0.4, 0.9], [0.4, 0.0, 0.2], [0.1, 0.0, -0.2], [0.0, -0.2, 0.0], [0.0, -0.1, 0.3], [0.0, 0.0, 0.1], [0.0, -0.2, -0.8], [0.1, 0.2, 0.1], [0.0, 0.0, 0.2]],
  "de_lowest_kcal_mol": 0.0,
  "energy_ha": -4746.87721,
  "largest_force_ha_per_bohr": 0.083,
  "gap_ev": 8.8,
  "charge": 1,
  "homo_ev": -13.631,
  "e_lumo_ev": -4.85
}


{
  "formula": "CH2ClNOS2",
  "method": "ωB97M-V with the def2-TZVPD basis set",
  "elements": ["O", "C", "Cl", "N", "S", "S", "H", "H"],
  "xyz": [[-1.379769, 1.981442, 0.217669], [-1.528882, 0.805838, 0.277916], [-3.201295, 0.041983, -0.035842], [-0.543896, -0.061695, 0.391204], [1.064100, 0.613872, 0.456312], [-0.684105, -1.712689, 0.381189], [0.710158, 1.884874, 0.260486], [0.182451, -1.904394, -0.799519]],
  "forces_ev_per_angstrom": [[-0.6, 0.7, 0.3], [-2.2, 0.4, -1.4], [1.2, 0.6, 0.5], [1.1, 0.1, 0.4], [0.5, -0.6, 0.3], [1.7, -1.5, -1.8], [-0.2, 0.1, -0.1], [-1.5, 0.2, 1.8]],
  "de_lowest_kcal_mol": 2.8,
  "energy_ha": -1425.82406,
  "largest_force_ha_per_bohr": 0.057,
  "gap_ev": 9.5,
  "smiles": "O=C(Cl)N(S)S",
  "charge": 0,
  "homo_ev": -9.358,
  "e_lumo_ev": 0.12
}


{
  "formula": "C45H42Cl2I4N6O4TeV",
  "method": "ωB97M-V with the def2-TZVPD basis set",
  "elements": ["V", "I", "C", "C", "C", "I", "C", "O", "C", "C", "N", "C", "C", "C", "C", "C", "C", "N", "C", "H", "H", "H", "H", "H", "H", "H", "H", "H", "H", "H", "I", "C", "C", "N", "N", "C", "H", "H", "H", "C", "Te", "C", "H", "H", "H", "H", "H", "H", "C", "C", "O", "C", "C", "C", "C", "C", "C", "H", "H", "H", "H", "H", "H", "H", "H", "I", "C", "C", "C", "C", "C", "N", "H", "H", "H", "H", "Cl", "C", "C", "C", "C", "C", "Cl", "C", "N", "C", "C", "C", "C", "C", "C", "C", "C", "O", "O", "H", "H", "H", "H", "H", "H", "H", "H", "H", "H"],
  "xyz": [[0.059707, 0.815779, 0.045252], [2.734263, 6.559773, -4.215263], [1.764998, 4.900449, -3.322012], [0.481286, 4.561575, -3.722435], [-0.131079, 3.493521, -3.115760], [-2.078663, 2.874661, -3.622435], [0.488277, 2.722434, -2.104838], [-0.155951, 1.758402, -1.565087], [1.821630, 3.073008, -1.762411], [2.556865, 2.228691, -0.757224], [1.740795, 2.000892, 0.433114], [1.390819, 3.251394, 1.104398], [-0.093518, 3.332494, 1.336752], [-0.650549, 4.443393, 1.949828], [-2.020840, 4.492133, 2.147789], [-2.779620, 3.411048, 1.719853], [-2.146335, 2.341079, 1.121752], [-0.828950, 2.292963, 0.918221], [2.428552, 4.165695, -2.353610], [-0.031449, 5.123796, -4.487112], [2.780871, 1.246320, -1.203492], [3.508152, 2.719255, -0.498146], [2.273338, 1.426656, 1.090779], [1.922981, 3.360055, 2.059886], [1.691169, 4.102220, 0.480300], [-0.008611, 5.259149, 2.249630], [-2.473938, 5.349638, 2.616369], [-3.850539, 3.400695, 1.832313], [-2.711271, 1.501521, 0.739689], [3.433978, 4.441355, -2.061201], [-0.739653, 0.864256, 6.080629], [-0.571816, 0.169071, 4.125826], [-1.274718, -0.859152, 3.516690], [-0.834854, -0.877651, 2.240121], [0.066058, 0.069324, 1.992035], [0.248554, 0.713215, 3.137302], [-2.906864, -2.160537, 3.151663], [-1.190708, -1.406242, 1.445463], [0.941540, 1.523868, 3.246872], [2.641264, 1.112002, -4.607255], [3.770141, -0.325745, -3.457925], [5.419996, 1.047285, -3.141692], [3.049563, 2.099200, -4.435072], [1.608166, 1.085388, -4.288681], [2.687909, 0.878137, -5.663313], [6.057922, 1.113654, -4.012556], [6.003881, 0.684840, -2.306558], [5.028780, 2.030379, -2.908515], [1.667783, -2.967714, -0.689301], [1.102645, -1.720875, -1.335241], [1.033595, -0.689164, -0.645094], [0.670970, -1.803206, -2.727108], [-0.057838, -0.751525, -3.304054], [-0.490937, -0.821696, -4.611941], [-0.198571, -1.933307, -5.387473], [0.529743, -2.978779, -4.836653], [0.953297, -2.922228, -3.524639], [1.881745, -2.766583, 0.358356], [2.582156, -3.280146, -1.188469], [0.944202, -3.776638, -0.749862], [-0.306225, 0.102449, -2.692872], [-1.066714, -0.006204, -5.027595], [-0.539936, -1.986247, -6.410960], [0.757683, -3.846569, -5.439277], [1.511247, -3.753223, -3.124491], [3.586877, 2.452846, 4.562680], [3.885678, 0.599150, 3.589930], [4.620796, -0.393474, 4.210567], [4.812656, -1.577523, 3.516262], [4.259645, -1.713015, 2.249328], [3.517028, -0.662605, 1.741247], [3.341502, 0.478859, 2.397821], [5.023954, -0.244398, 5.198453], [5.383451, -2.380174, 3.958762], [4.397071, -2.613865, 1.674544], [3.035268, -0.704777, 0.772682], [-1.266418, -3.333047, 4.474392], [-2.231430, -1.874830, 4.002558], [-3.122736, -1.461613, 5.121620], [-4.239254, -0.734093, 4.990643], [-4.804678, -0.065379, 3.838559], [-4.860305, -0.477792, 2.553911], [-5.563008, 0.679515, 1.374856], [-4.345199, -1.721230, 2.107337], [-4.348065, -1.964705, 0.823184], [-3.698361, -3.098430, 0.316063], [-3.688214, -4.263616, 1.079115], [-2.992873, -5.374024, 0.644128], [-2.288431, -5.313939, -0.548513], [-2.306374, -4.157956, -1.310771], [-3.019371, -3.035525, -0.906642], [-3.048718, -1.789125, -1.731922], [-2.572892, -0.528246, -0.945621], [-3.282512, 0.464697, -0.943349], [-1.482329, -0.661765, -0.314719], [-2.857044, -1.811316, 6.108185], [-4.768936, -0.504023, 5.908253], [-5.264811, 0.886776, 4.077381], [-4.727531, -1.288631, 0.150507], [-4.241914, -4.277807, 2.005429], [-2.995774, -6.278994, 1.233673], [-1.726686, -6.172547, -0.887736], [-1.760539, -4.118337, -2.243151], [-4.061314, -1.576836, -2.084891], [-2.394584, -1.897884, -2.598016]],
  "forces_ev_per_angstrom": [[-0.6, -1.2, -1.8], [-0.2, -0.4, 0.2], [0.3, 0.5, -0.3], [0.2, 0.2, -0.1], [-0.6, -0.8, 0.4], [0.3, 0.3, -0.1], [1.3, 2.4, -1.5], [-0.4, -2.0, 1.7], [-0.6, -0.4, 0.1], [0.4, -0.1, -0.6], [-0.1, -0.1, 0.4], [-0.1, 0.6, 0.3], [0.2, 0.5, 0.1], [0.1, -0.2, -0.1], [0.1, -0.4, -0.2], [0.1, 0.4, 0.2], [-0.7, -0.2, 0.0], [-1.0, 2.1, 1.1], [0.0, 0.1, -0.2], [0.0, 0.0, 0.0], [0.0, 0.2, 0.2], [-0.2, -0.1, 0.0], [0.3, 0.1, 0.2], [0.0, -0.1, -0.2], [0.0, -0.1, 0.1], [0.0, 0.0, 0.1], [-0.1, 0.1, 0.1], [-0.1, -0.2, 0.0], [-0.1, -0.1, 0.0], [0.0, 0.0, 0.0], [0.2, -0.1, -0.4], [0.2, 0.6, 0.3], [0.5, -0.2, -0.5], [-0.7, -0.6, 0.6], [0.5, 0.1, -0.2], [-0.3, -0.2, 1.0], [0.1, 0.0, 0.0], [-0.2, 0.0, 0.1], [0.1, 0.2, -0.1], [0.0, -0.3, 0.0], [0.3, 0.7, -0.2], [-0.3, -0.3, -0.1], [0.1, 0.1, 0.1], [-0.1, 0.0, 0.1], [0.1, -0.1, -0.1], [0.0, -0.1, -0.2], [0.1, -0.1, 0.2], [-0.2, 0.1, 0.1], [-0.1, 0.5, 0.2], [0.3, -0.4, 0.8], [0.6, -1.4, -1.1], [-0.3, 0.4, -0.8], [0.1, -0.2, 0.5], [-0.1, 0.0, -0.2], [0.1, 0.0, 0.2], [-0.1, -0.1, -0.2], [0.1, 0.1, 0.3], [0.0, 0.0, 0.0], [0.1, 0.0, -0.1], [-0.1, -0.1, -0.1], [0.0, 0.0, -0.1], [0.0, 0.1, 0.0], [0.0, 0.0, -0.1], [0.0, -0.1, 0.0], [0.1, -0.1, 0.1], [0.1, -0.3, -0.1], [-0.1, 0.4, 0.2], [0.1, -0.1, 0.1], [-0.1, 0.1, -0.1], [0.0, 0.0, 0.1], [0.2, -0.2, -0.1], [0.0, 0.3, 0.0], [0.0, 0.0, 0.1], [0.0, 0.0, 0.0], [0.0, -0.1, -0.1], [0.0, -0.2, -0.1], [0.2, -0.1, 0.0], [-0.3, -0.1, 0.3], [0.4, -0.6, 0.1], [-0.4, 0.8, -0.7], [-0.2, 0.9, 2.0], [1.0, -2.1, -1.6], [-0.1, 0.3, -0.1], [-0.8, 1.7, 2.4], [-0.1, -0.4, -2.6], [-0.2, 0.2, 0.0], [0.0, -0.2, 0.0], [0.1, 0.2, 0.0], [0.2, -0.3, -0.1], [-0.1, 0.1, 0.1], [0.1, -0.3, 0.1], [0.1, 0.6, 0.4], [-2.0, -0.5, -0.8], [0.2, 0.4, -0.4], [2.3, 0.4, 0.6], [0.1, -0.1, 0.1], [0.1, 0.1, 0.2], [-0.3, 0.0, 0.0], [0.2, -0.1, 0.2], [0.0, 0.1, 0.1], [0.0, -0.1, 0.0], [0.0, -0.1, -0.1], [0.1, 0.0, -0.2], [0.1, 0.1, -0.1], [0.0, -0.1, -0.1]],
  "de_lowest_kcal_mol": 0.0,
  "energy_ha": -5692.61353,
  "spin_multiplicity": 2,
  "s_squared": 0.768,
  "largest_force_ha_per_bohr": 0.060,
  "gap_ev": [2.9, 5.1],
  "charge": 0,
  "homo_ev": [-4.121, -6.279],
  "e_lumo_ev": [-1.17, -1.17]
}


{
  "formula": "C3H4OS2",
  "method": "ωB97M-V with the def2-TZVPD basis set",
  "elements": ["S", "C", "O", "C", "C", "S", "H", "H", "H", "H"],
  "xyz": [[-2.625825, -1.012499, -0.312332], [-2.004708, 0.445846, 0.264794], [-0.839527, 1.026716, 0.090592], [0.284519, 0.337702, -0.329384], [1.206589, -0.114365, 0.525105], [2.682006, -0.814092, -0.057643], [-2.600279, 1.112070, 0.877299], [0.186842, 0.225328, -1.526831], [1.401485, 0.170757, 1.570343], [2.308899, -1.377460, -1.101946]],
  "forces_ev_per_angstrom": [[1.3, 2.1, 0.8], [-1.5, -2.0, -0.7], [0.5, 0.3, 1.0], [-0.8, -0.7, -2.7], [0.3, 1.2, -1.0], [2.0, 0.7, 2.6], [-0.3, 0.0, -0.1], [0.9, -0.2, 3.1], [-1.1, -0.1, -0.4], [-1.3, -1.3, -2.7]],
  "de_lowest_kcal_mol": 60.0,
  "energy_ha": -988.23664,
  "largest_force_ha_per_bohr": 0.066,
  "gap_ev": 9.1,
  "smiles": "S=CO/C=C/S",
  "charge": 0,
  "homo_ev": -8.971,
  "e_lumo_ev": 0.13
}


{
  "formula": "C2H2N4O",
  "method": "ωB97M-V with the def2-TZVPD basis set",
  "elements": ["H", "N", "C", "C", "N", "O", "N", "N", "H"],
  "xyz": [[-2.319254, -0.968381, 0.337985], [-1.890407, -0.097652, 0.053581], [-0.655485, -0.051380, 0.011118], [0.199777, 1.097395, -0.118692], [1.504499, 0.929395, 0.040671], [2.101914, -0.311341, 0.123083], [1.229260, -1.380676, -0.109694], [0.014088, -1.276255, -0.078668], [-0.184388, 2.058892, -0.259388]],
  "forces_ev_per_angstrom": [[0.4, -0.5, -0.6], [-2.2, 2.0, 1.0], [0.4, -0.7, -0.6], [3.3, -2.5, 0.7], [-1.3, 1.9, -0.5], [-2.6, 1.2, -0.3], [0.6, -2.1, 0.3], [1.6, -0.7, 0.0], [-0.2, 1.4, -0.1]],
  "de_lowest_kcal_mol": 71.5,
  "energy_ha": -371.50643,
  "largest_force_ha_per_bohr": 0.082,
  "gap_ev": 9.6,
  "smiles": "[H]/N=c1/cnonn1",
  "charge": 0,
  "homo_ev": -10.101,
  "e_lumo_ev": -0.52
}


{
  "formula": "C4H4O2",
  "method": "ωB97M-V with the def2-TZVPD basis set",
  "elements": ["C", "O", "C", "C", "C", "O", "H", "H", "H", "H"],
  "xyz": [[1.576249, 0.608502, -0.044769], [0.199119, 1.022414, -0.088935], [-0.716721, 0.146824, -0.108162], [-0.974457, -1.184259, 0.089280], [-2.097972, -0.248768, -0.059777], [-3.272152, 0.097646, -0.027052], [2.311298, 1.517148, 0.252033], [1.793328, 0.236473, -1.119376], [1.757086, -0.061112, 0.793341], [-0.575780, -2.134865, 0.313416]],
  "forces_ev_per_angstrom": [[1.7, 1.4, -0.9], [1.6, 2.5, 0.1], [-1.2, -3.0, 0.6], [-1.4, 2.5, -0.7], [-0.5, 0.5, 0.4], [1.8, -1.0, -0.2], [-2.2, -1.7, -1.1], [0.2, 0.3, 2.1], [-0.2, -0.7, -0.4], [0.3, -0.9, 0.2]],
  "de_lowest_kcal_mol": 66.3,
  "energy_ha": -305.17383,
  "largest_force_ha_per_bohr": 0.063,
  "gap_ev": 9.9,
  "smiles": "COc1cc1=O",
  "charge": 0,
  "homo_ev": -9.294,
  "e_lumo_ev": 0.58
}